1.
{"formula": "C26H58P4SSc", "method": "ωB97M-V/def2-TZVPD", "multiplicity": 1, "total_energy_ev": -96567.2338, "homo_ha": -0.5671, "e_lumo_ev": -10.635, "charge": 3, "elements": ["Sc", "P", "P", "P", "H", "C", "C", "H", "C", "C", "C", "C", "C", "C", "C", "C", "C", "H", "H", "H", "H", "H", "H", "H", "H", "H", "H", "H", "H", "H", "H", "H", "H", "H", "H", "H", "H", "H", "H", "H", "H", "H", "H", "H", "H", "H", "C", "C", "C", "C", "C", "C", "S", "H", "H", "H", "H", "H", "H", "C", "C", "C", "P", "C", "C", "C", "C", "C", "C", "H", "H", "H", "H", "H", "H", "H", "H", "H", "H", "H", "H", "H", "H", "H", "H", "H", "H", "H", "H", "H"], "xyz": [[-0.07385, 0.36377, -1.24233], [-2.29218, -1.01498, 0.01194], [1.19133, -2.12443, -1.34107], [-1.42352, -0.42421, -3.43598], [0.98439, 1.41246, 1.11947], [0.59360, 2.12050, 0.36011], [-0.77892, 2.30125, 0.18345], [-1.52114, 1.78505, 0.79382], [-2.84917, -1.17805, 1.76877], [-2.56317, -2.79570, -0.38689], [-3.85837, -0.28853, -0.61662], [2.85759, -1.69514, -1.99551], [1.70601, -3.34240, -0.05656], [0.61625, -3.37218, -2.57199], [-2.65774, 0.85582, -3.90393], [-2.33237, -1.97111, -3.84252], [-0.25268, -0.31707, -4.86246], [1.33632, 2.78697, -0.10976], [-1.18285, 3.16112, -0.38590], [-2.67554, -0.24476, 2.31265], [-2.33603, -2.00415, 2.27270], [-3.92554, -1.39213, 1.76688], [-1.78955, -3.40911, 0.09458], [-2.54129, -2.96917, -1.46780], [-3.54500, -3.10046, 0.00546], [-3.79006, 0.79915, -0.49242], [-4.69290, -0.66411, -0.00874], [-4.02922, -0.53566, -1.67030], [3.40297, -2.61545, -2.25638], [3.41932, -1.14603, -1.22403], [2.76946, -1.04908, -2.88116], [2.38271, -4.09580, -0.48635], [0.82992, -3.86450, 0.34665], [2.22024, -2.84521, 0.77506], [1.30723, -4.22881, -2.59806], [0.54701, -2.93467, -3.57654], [-0.37328, -3.74413, -2.27693], [-2.63286, 0.99752, -4.99379], [-2.40499, 1.81520, -3.43049], [-3.67036, 0.56073, -3.59419], [-2.61637, -1.95480, -4.90575], [-3.24189, -2.06757, -3.23569], [-1.70035, -2.85192, -3.67602], [-0.48219, 0.59099, -5.44663], [-0.38814, -1.21294, -5.48304], [0.79703, -0.26202, -4.54066], [1.03113, 3.67628, -3.21589], [2.15065, 3.69612, -4.07371], [2.46069, 4.84809, -4.80198], [1.72790, 6.02909, -4.59150], [0.72338, 6.05658, -3.60827], [0.38312, 4.89438, -2.90839], [0.43657, 2.08276, -2.77165], [1.47276, 1.29036, -2.01843], [2.72172, 2.77828, -4.23490], [3.21813, 4.78248, -5.57591], [1.90848, 6.91292, -5.21519], [0.18948, 6.99133, -3.40856], [-0.41914, 4.89842, -2.15622], [0.02682, -2.99017, 2.81366], [-0.05832, -1.79710, 3.77403], [0.72880, -2.06392, 5.05725], [0.36589, -0.21615, 2.89355], [-0.65751, 1.10455, 3.72756], [-1.27413, 0.72654, 5.09019], [-0.02354, 2.50419, 3.71482], [2.20935, 0.10863, 3.11422], [2.61417, 0.42448, 4.55917], [3.05789, -0.98451, 2.45517], [1.06203, -3.31207, 2.65258], [-0.41597, -2.77044, 1.83637], [-0.50583, -3.85010, 3.24287], [-1.12207, -1.68980, 4.03990], [0.71089, -1.20369, 5.73729], [0.24926, -2.90875, 5.57748], [1.76766, -2.34865, 4.83378], [-1.50192, 1.13951, 3.01273], [-0.52836, 0.61815, 5.88675], [-1.97115, 1.51612, 5.41025], [-1.86361, -0.19678, 5.03158], [0.03174, 2.88524, 2.69165], [-0.68263, 3.16697, 4.29618], [0.97906, 2.52777, 4.15909], [2.35534, 1.03087, 2.52609], [2.95510, -0.47657, 5.08709], [3.46578, 1.12656, 4.55203], [1.81188, 0.90155, 5.14467], [2.81954, -1.05671, 1.38693], [4.12084, -0.72131, 2.52985], [2.92829, -1.96572, 2.93081]]}

***

2.
{"formula": "C26H59BNO7P2", "method": "ωB97M-V/def2-TZVPD", "multiplicity": 1, "total_energy_ev": -62988.4667, "homo_ha": -0.4327, "e_lumo_ev": -2.889, "charge": 1, "elements": ["C", "C", "O", "C", "C", "C", "C", "C", "C", "C", "O", "C", "B", "O", "C", "C", "C", "N", "C", "C", "C", "C", "C", "C", "C", "O", "C", "C", "P", "O", "P", "C", "O", "H", "H", "H", "H", "H", "H", "H", "H", "H", "H", "H", "H", "H", "H", "H", "H", "H", "H", "H", "H", "H", "H", "H", "H", "H", "H", "H", "H", "H", "H", "H", "H", "H", "H", "H", "H", "H", "H", "H", "H", "H", "H", "H", "H", "H", "H", "H", "H", "H", "H", "H", "C", "C", "C", "O", "H", "H", "H", "H", "H", "H", "H", "H"], "xyz": [[5.01666, -1.42729, 3.27180], [3.59565, -0.94917, 3.14231], [3.61198, 0.30212, 2.46245], [2.30215, 0.80237, 2.18450], [2.17161, 0.82332, 0.67706], [0.89532, 1.31955, -0.03698], [0.79826, 2.86319, -0.33214], [1.83408, 3.69981, 0.44050], [3.12393, 4.14102, -0.28231], [3.68720, 3.17015, -1.33368], [3.00796, 5.44863, -0.82330], [-0.62865, 3.45482, -0.17564], [-0.90013, 4.81343, -0.98873], [-2.11008, 5.43596, -0.70792], [0.05052, 5.51598, -2.01465], [-0.77934, 6.35291, -3.03147], [-1.76150, 2.52769, -0.66521], [-1.42753, 1.06897, -0.68582], [-2.69028, 0.25356, -0.77664], [-2.71145, -0.67663, -1.97781], [-3.88134, -1.64410, -1.83802], [-3.64437, -2.78009, -0.83626], [-2.67336, -3.86378, -1.30450], [-2.20198, -4.85895, -0.19719], [-2.95743, -4.77748, 1.10347], [-2.43383, -3.72135, 1.90329], [-3.39572, -3.07860, 2.71186], [-0.45274, 0.68543, 0.41448], [-0.17919, -1.17510, 0.26545], [0.63579, -1.72617, 1.35439], [-0.99392, 0.96034, 2.20690], [-2.76069, 1.49346, 2.21642], [-0.32447, 2.36879, 2.75091], [5.57252, -0.77872, 3.93979], [5.03722, -2.43270, 3.67438], [5.52055, -1.43270, 2.31060], [3.02848, -1.69510, 2.58858], [3.19532, -0.80763, 4.14573], [2.22819, 1.76921, 2.68063], [1.59081, 0.14359, 2.67051], [3.01116, 1.38712, 0.29285], [2.36619, -0.19152, 0.34752], [1.02909, 0.88859, -1.03566], [1.00776, 3.00908, -1.38507], [2.13925, 3.24670, 1.37667], [1.34633, 4.62499, 0.74129], [3.88275, 4.24456, 0.48426], [4.05188, 3.71556, -2.19597], [2.98946, 2.41875, -1.69322], [4.54207, 2.64506, -0.92413], [2.80403, 5.39227, -1.76659], [-0.83360, 3.70150, 0.86586], [-2.87126, 5.01683, -1.13767], [0.63277, 6.23659, -1.44510], [0.69457, 4.83838, -2.56871], [-0.14636, 6.71550, -3.82621], [-1.59258, 5.75170, -3.42578], [-1.21201, 7.18579, -2.49960], [-2.66226, 2.73555, -0.10907], [-1.98395, 2.77916, -1.70250], [-0.96965, 0.91734, -1.58905], [-2.87486, -0.34814, 0.10159], [-3.54357, 0.90754, -0.88823], [-2.79307, -0.11816, -2.90718], [-1.80909, -1.28411, -2.03163], [-4.09920, -2.09549, -2.80061], [-4.76537, -1.10301, -1.50822], [-4.60878, -3.26118, -0.70466], [-3.39609, -2.39300, 0.14652], [-3.15157, -4.43286, -2.09319], [-1.78732, -3.39677, -1.73793], [-1.14613, -4.69402, -0.00946], [-2.29237, -5.86829, -0.57862], [-4.03443, -4.71047, 0.95976], [-2.78355, -5.71065, 1.64169], [-3.52904, -3.61049, 3.65448], [-4.36073, -2.97587, 2.21447], [-3.04090, -2.08302, 2.96337], [0.53662, -1.29396, -0.95045], [-1.39695, -1.87729, 0.25962], [-2.91706, 2.49768, 1.83459], [-2.98153, 1.53217, 3.27695], [-3.42466, 0.75087, 1.79116], [0.36342, 2.70521, 2.15559], [3.48459, -4.12906, -0.87311], [2.39535, -5.19120, -0.89410], [1.29757, -4.84360, -1.88841], [1.84298, -5.34114, 0.41247], [3.06945, -3.16346, -0.56411], [4.25990, -4.39214, -0.15417], [3.94568, -4.01130, -1.85532], [2.82935, -6.15576, -1.15759], [0.81643, -3.89685, -1.61360], [0.52190, -5.61053, -1.88920], [1.69269, -4.75471, -2.90170], [1.45854, -4.49519, 0.67737]]}